(1)
Below is a molecular structure, C20H28N2RhSi, with properties calculated with ωB97M-V with the def2-TZVPD basis set.

Element x y z (Å)
C -0.74735 -0.87928 -1.13678
C -1.79168 0.10563 -1.14381
C -1.24156 1.33966 -1.67453
H -2.81985 -0.08179 -0.82497
C 0.15382 1.10870 -1.96953
C 0.45164 -0.26568 -1.67264
H 1.38839 -0.79447 -1.87429
H -0.84225 -1.93258 -0.88770
H -1.79365 2.23917 -1.93101
H 0.85076 1.81238 -2.42695
Rh -0.21983 0.72583 -0.08527
C -0.05535 2.86612 1.57390
H 0.36271 3.07248 0.58091
H 0.64342 2.94130 2.40973
H -0.79206 2.00348 1.70913
Si -2.34357 3.71163 0.60343
C -3.79812 4.16119 1.64973
C -5.07175 3.90260 1.07121
H -5.10811 3.45423 0.08086
C -6.27147 4.25752 1.71724
H -7.21334 4.00897 1.25529
C -6.24354 4.92502 2.92337
H -7.17560 5.20319 3.41658
C -5.02736 5.22847 3.52448
H -4.99318 5.71961 4.49928
C -3.80175 4.91547 2.87702
H -2.85010 5.29567 3.29870
C -2.00846 5.20149 -0.45925
C -2.87453 6.32119 -0.62393
H -3.78460 6.38653 -0.01509
C -2.62699 7.32905 -1.55703
H -3.29476 8.17420 -1.68016
C -1.49214 7.26033 -2.38947
H -1.33859 7.99351 -3.21320
C -0.55602 6.23083 -2.17437
H 0.36324 6.20756 -2.75475
C -0.81559 5.22334 -1.24434
H -0.08929 4.41459 -1.14776
H -2.72655 2.51726 -0.04376
H -0.80539 3.72387 1.66277
N 2.01284 0.31953 0.65941
C 2.17734 -0.91121 1.47732
C 1.06325 -1.02131 2.45422
N -0.25666 -0.75423 1.80243
H 2.63258 0.28746 -0.13320
H 2.25898 1.17264 1.15627
H 2.18433 -1.76737 0.80393
H 3.13123 -0.89934 1.98316
H 1.01344 -2.01529 2.88646
H 1.17723 -0.29627 3.26290
H -0.64790 -1.61225 1.43007
H -0.94379 -0.40738 2.45723

Force components x, y, z for each atom (eV/Å):
-0.392 -2.051 -3.432
-1.532 -1.289 -1.990
-0.915 0.179 -2.247
0.432 0.192 -0.116
0.476 -0.321 -3.548
-0.218 -2.223 -3.328
-0.405 0.315 0.207
-0.035 0.283 0.032
0.204 -0.208 0.242
-0.316 -0.208 0.166
2.847 4.404 12.707
-0.630 0.218 1.290
0.157 -0.539 0.224
0.321 -0.272 -0.160
1.315 0.753 -0.230
-2.065 2.616 0.250
-1.618 1.187 1.063
0.179 0.136 0.829
-0.132 -0.165 0.187
0.817 -0.199 -0.714
-0.130 0.054 -0.116
-0.018 -0.072 0.562
0.248 -0.112 -0.106
1.350 0.018 -0.430
-0.065 0.000 -0.384
-0.528 -0.508 -0.526
-0.661 -0.501 -0.131
0.815 0.789 -1.557
-0.042 -0.467 0.375
0.366 -0.077 -0.222
0.851 -0.339 -0.495
-0.139 -0.205 0.131
0.108 -0.175 0.181
-0.071 -0.549 0.914
-0.528 0.270 -0.124
-0.178 -0.039 0.038
-0.708 0.218 0.210
-0.072 0.123 0.000
-0.343 -1.083 -0.785
1.130 -0.466 0.471
0.092 0.065 0.273
0.237 0.566 -0.886
-1.486 0.159 0.524
0.307 0.009 -0.017
0.174 -0.038 -0.270
0.057 -0.214 0.284
-0.070 0.042 -0.161
0.311 -0.124 0.276
0.362 -0.100 0.266
0.031 -0.048 -0.038
0.067 0.000 0.007
0.041 -0.002 0.302

Computed properties:
**Molar mass**: 427.45 g mol⁻¹
**Charge**: +1
**2S+1**: 5
**Energy above the lowest of the compared OMol25 structures with the same formula, charge and spin**: 0.0 kcal/mol

=====

(2)
Below is a molecular structure, C20H28N3, with properties calculated with ωB97M-V with the def2-TZVPD basis set.

Element x y z (Å)
C 6.54318 -1.81624 0.81233
N 5.94896 -1.23959 -0.39509
C 6.47324 -1.79896 -1.63517
C 4.71728 -0.57176 -0.37917
C 4.67640 0.85260 -0.36218
C 3.45869 1.51464 -0.27579
C 2.23045 0.83024 -0.14922
C 0.96416 1.58748 0.09647
C -0.24617 0.86377 -0.22115
C -1.47665 1.45282 -0.24128
C -2.75669 0.74430 -0.34053
C -3.97894 1.45857 -0.37910
C -5.19351 0.81114 -0.40942
C -5.24534 -0.61058 -0.40863
N -6.48416 -1.27908 -0.42772
C -7.08460 -1.78327 -1.65843
C -7.08770 -1.78485 0.79909
C -4.03037 -1.34161 -0.37097
C -2.81305 -0.66943 -0.33077
C 2.28800 -0.59440 -0.18961
C 3.49440 -1.28615 -0.31644
H 6.04011 -1.38596 1.68733
H 6.43909 -2.91505 0.82175
H 7.62008 -1.56695 0.83642
H 5.94124 -1.36346 -2.48921
H 7.54531 -1.55936 -1.71190
H 6.36888 -2.89331 -1.65830
H 5.63279 1.38583 -0.38772
H 3.46619 2.59824 -0.26008
H 0.99771 2.60067 -0.34278
H -0.19816 -0.17976 -0.56790
H -1.54999 2.54420 -0.16347
H -3.95546 2.54227 -0.36753
H -6.14331 1.35251 -0.46863
H -6.52811 -1.39344 -2.51686
H -7.07296 -2.88106 -1.67368
H -8.12887 -1.44977 -1.70791
H -6.53455 -1.39474 1.66033
H -8.13128 -1.44823 0.84280
H -7.07074 -2.88250 0.81261
H -4.07996 -2.43323 -0.40253
H -1.91101 -1.26909 -0.26770
H 1.39434 -1.19835 -0.04791
H 3.55469 -2.37256 -0.31872
C 2.17037 3.51936 2.25073
N 1.14549 2.58661 1.75091
H 2.84477 2.95542 2.91425
H 2.73383 4.02769 1.47642
H 1.70250 4.30246 2.88806
H 0.22230 3.05431 1.83600
H 1.08709 1.77761 2.35803

Force components x, y, z for each atom (eV/Å):
-0.367 0.334 -0.328
0.933 -0.044 -0.152
-0.148 0.258 0.168
-0.918 0.434 0.337
-0.046 -1.047 -0.067
-0.123 -0.078 0.191
0.748 -0.672 0.561
1.676 1.347 -2.711
-1.351 0.100 0.504
0.015 -0.157 0.051
-0.211 -0.363 -0.083
0.764 0.001 0.060
-0.412 -1.157 -0.172
0.618 0.176 -0.019
-0.479 0.134 0.004
0.400 0.316 0.408
0.367 0.292 -0.396
-0.416 0.682 -0.178
-0.350 0.101 0.010
0.010 0.273 0.365
0.545 1.079 0.000
0.273 -0.199 -0.112
0.009 0.218 0.132
-0.422 -0.127 0.124
0.211 -0.144 0.146
-0.269 -0.084 -0.117
-0.039 0.069 -0.106
-0.475 -0.136 -0.078
-0.059 0.031 -0.033
-0.036 -0.765 -0.125
0.222 0.557 0.847
0.039 -0.254 0.270
0.040 0.016 -0.049
0.439 -0.153 0.117
-0.219 -0.133 0.087
0.018 0.039 -0.155
0.119 -0.076 -0.178
-0.230 -0.137 -0.103
0.107 -0.115 0.200
-0.022 0.034 0.172
0.080 0.388 0.118
-0.031 0.152 -0.018
0.117 0.216 -0.090
-0.258 0.209 -0.009
0.502 0.188 1.081
-2.114 -0.891 0.549
-0.025 0.323 -0.509
-0.035 -0.177 -0.266
0.146 -0.548 -0.513
0.656 -0.572 -0.314
0.001 0.064 0.380

Computed properties:
**Molar mass**: 310.46 g mol⁻¹
**Charge**: +1
**Energy above the lowest of the compared OMol25 structures with the same formula, charge and spin**: 35.1 kcal/mol

=====

(3)
Below is a single C20H28N4O3 molecule, with properties calculated with ωB97M-V with the def2-TZVPD basis set.

Element x y z (Å)
C 3.13882 0.14926 1.93153
C 3.95855 0.99990 0.96773
C 4.68349 0.17656 -0.10160
C 3.83143 -0.09816 -1.34454
N 2.63505 -0.87562 -1.08748
C 1.44445 -0.23963 -1.11808
O 1.37889 0.96907 -1.33187
C 0.18952 -0.99610 -0.90031
C -1.06793 -0.52211 -1.25417
N -1.95366 -1.46866 -0.83410
C -3.30591 -1.49490 -0.86513
C -3.96007 -2.56146 -0.33378
C -3.24013 -3.62085 0.26006
C -1.87694 -3.58193 0.31845
C -1.21054 -2.47749 -0.23290
N 0.07913 -2.19870 -0.27604
H -1.29132 -4.35977 0.77992
H -3.78012 -4.45462 0.68093
H -5.03700 -2.58926 -0.35193
H -3.80016 -0.63919 -1.29406
C -1.51090 0.73853 -1.90712
N -2.26087 1.53610 -0.94917
C -1.49751 1.82857 0.25922
C -1.62717 0.68785 1.25002
O -2.64576 0.09144 1.49270
O -0.46088 0.44944 1.85556
C -0.41538 -0.60963 2.80399
H -1.41787 -0.80936 3.18752
H -0.02311 -1.50608 2.31977
H 0.25060 -0.29543 3.60490
C -2.14500 3.10717 0.79507
H -3.08846 2.85287 1.28029
H -1.50344 3.63221 1.49936
C -2.39997 3.88604 -0.49126
C -2.80025 2.78744 -1.48053
H -3.89088 2.69347 -1.54037
H -2.41799 2.99492 -2.48552
H -1.47814 4.36896 -0.81786
H -3.17135 4.64537 -0.37840
H -0.42862 1.98633 0.04672
H -0.62201 1.26676 -2.28304
H -2.17659 0.51023 -2.74842
C 2.84738 -2.28978 -0.91330
H 3.54611 -2.45998 -0.09245
H 3.27493 -2.71555 -1.82666
H 1.90762 -2.78116 -0.68028
H 4.43506 -0.63518 -2.08541
H 3.50881 0.85415 -1.77196
H 5.03101 -0.76328 0.33285
H 5.56509 0.72409 -0.44253
H 3.30165 1.71968 0.47776
H 4.69963 1.56091 1.54295
H 2.33952 -0.37023 1.41273
H 3.77086 -0.58593 2.42785
H 2.68832 0.78272 2.69238

Force components x, y, z for each atom (eV/Å):
0.051 0.211 -0.057
0.083 -0.166 0.032
-0.229 0.128 -0.125
0.303 0.362 -0.012
0.032 0.043 -0.054
0.250 0.112 -0.104
-0.157 0.210 0.053
-1.032 -0.082 -0.076
0.785 0.466 -0.449
0.585 -0.566 0.210
-0.859 -0.210 -0.006
0.038 0.325 -0.224
0.414 -0.115 0.112
-0.469 -0.195 0.093
0.154 0.288 -0.135
-0.064 -0.226 0.274
0.059 -0.078 0.032
-0.020 -0.088 0.044
-0.084 0.084 -0.040
0.018 0.076 0.006
-0.043 0.044 -0.122
0.180 0.112 0.172
0.028 0.014 0.081
-0.163 -0.019 0.093
0.016 0.107 0.030
0.360 0.245 -0.026
-0.214 -0.288 0.263
0.159 -0.004 0.020
-0.008 0.070 0.022
-0.004 -0.004 -0.045
0.050 -0.070 -0.074
-0.006 -0.006 0.056
-0.004 -0.007 0.059
-0.011 -0.112 -0.005
-0.342 0.123 -0.129
0.058 0.144 -0.129
-0.026 -0.025 0.011
-0.001 0.045 -0.005
0.021 0.063 -0.029
-0.145 -0.012 0.049
-0.211 -0.151 -0.008
0.058 -0.004 -0.003
-0.042 -0.426 -0.038
0.024 -0.039 0.023
0.048 0.002 0.022
0.336 -0.039 -0.039
-0.090 0.009 0.008
0.132 -0.169 -0.006
0.120 -0.035 0.018
0.055 -0.077 -0.025
0.024 0.114 -0.008
-0.038 0.046 -0.025
-0.117 -0.121 0.023
0.032 -0.097 0.064
-0.094 -0.007 0.129

Computed properties:
**Molar mass**: 372.47 g mol⁻¹
**Energy above the lowest of the compared OMol25 structures with the same formula, charge and spin**: 46.1 kcal/mol